Entry from the OMol25 dataset: C28H29MoN3OPS as an isolated structure at a distorted geometry (the ωB97M-V functional and the def2-TZVPD basis).

The geometry in XYZ format:
```
64
Properties=species:S:1:pos:R:3:lowdin_spin:R:1
Mo 0.089 -0.094 -0.676 1.799
C -5.216 -3.244 1.082 -0.002
C -4.794 -3.904 -0.065 0.001
C -3.622 -3.531 -0.701 -0.002
C -2.870 -2.477 -0.181 0.002
C -3.302 -1.796 0.960 -0.001
C -4.476 -2.179 1.583 0.000
P -1.436 -1.874 -1.094 -0.004
C -0.774 -3.147 -2.190 0.002
C -0.594 -4.413 -1.617 -0.003
C 0.060 -5.404 -2.330 0.001
C 0.566 -5.139 -3.595 -0.003
C 0.396 -3.880 -4.160 -0.001
C -0.260 -2.881 -3.463 -0.001
C -2.144 -0.256 -1.721 0.026
C -3.226 -0.091 -2.583 -0.011
C -3.909 1.123 -2.572 0.038
C -3.556 2.140 -1.693 -0.006
C -2.446 2.000 -0.866 0.026
C -1.726 0.824 -0.915 -0.041
H -6.115 -3.563 1.588 0.000
H -5.374 -4.717 -0.472 0.000
H -3.294 -4.049 -1.591 0.000
H -2.706 -0.982 1.360 -0.001
H -4.812 -1.651 2.464 0.000
H -0.963 -4.626 -0.622 0.000
H 0.192 -6.378 -1.883 0.000
H 1.092 -5.914 -4.136 0.000
H 0.786 -3.676 -5.144 0.000
H -0.379 -1.897 -3.901 0.000
H -3.573 -0.914 -3.196 -0.001
H -4.765 1.242 -3.218 0.002
H -4.132 3.049 -1.645 -0.001
H -2.155 2.796 -0.190 0.000
O -0.389 0.159 1.603 0.033
C 0.695 0.765 2.306 0.003
C 1.969 0.362 1.620 0.014
C 3.200 0.398 2.260 -0.001
C 4.312 -0.118 1.611 0.016
C 4.150 -0.670 0.341 -0.001
C 2.907 -0.622 -0.252 0.013
N 1.826 -0.095 0.360 0.008
H -1.219 0.458 2.010 0.000
H 0.710 0.400 3.343 0.000
H 0.575 1.861 2.315 0.001
H 3.276 0.816 3.251 0.000
H 5.283 -0.104 2.081 0.001
H 4.977 -1.118 -0.191 0.000
H 2.754 -1.016 -1.257 0.001
S 1.105 0.348 -2.815 0.060
C 0.433 0.895 -4.349 0.016
N 1.313 1.372 -5.198 0.010
C 0.961 1.808 -6.543 0.001
C -0.256 1.023 -7.012 0.000
C -1.365 1.141 -5.976 0.001
N -0.844 0.767 -4.660 0.004
H 2.286 1.409 -4.922 0.000
H 1.816 1.640 -7.196 0.000
H 0.749 2.881 -6.532 0.001
H 0.016 -0.026 -7.137 0.000
H -0.606 1.401 -7.971 0.000
H -2.184 0.463 -6.222 0.000
H -1.759 2.159 -5.932 0.000
H -1.520 0.475 -3.958 0.000
```

Values from the calculation:
ΔE to the lowest compared entry with this formula, charge and spin	25.9	kcal/mol
net charge	+3
multiplicity	3
HOMO (spin up / spin down)	-0.626 / -0.624	hartree
gap between HOMO and LUMO (spin up / spin down)	6.9 / 6.7	eV